{"formula": "C3H2GaO3", "method": "wB97M-V/def2-TZVPD", "elements": ["C", "C", "O", "C", "O", "O", "H", "H", "Ga"], "positions_angstrom": [[0.7704, 0.2339, -0.1966], [-0.5017, -0.4670, -0.0949], [-1.6363, 0.1978, -0.7923], [-1.7386, 0.2479, 0.4940], [-2.4075, 0.6322, 1.3782], [1.8277, -0.3967, -0.1884], [0.7572, 1.3354, -0.2596], [-0.5061, -1.5594, -0.1400], [3.4348, -0.2241, -0.2004]], "e_tot_ev": -61616.8127, "relative_energy_kj_mol": 139.0, "gap_ev": [9.04, 7.13], "homo_energy_ev": [-27.796, -26.706], "total_charge": 3}